The following is a quantum chemistry calculation of C23H36HgP2 as an isolated structure at a distorted geometry, from the OMol25 dataset.

Values from the calculation:
- E_HOMO: -4.6838 eV
- Frontier orbital gap: 4.80 eV
- Electronic energy: -1733.7161 Eh
- ΔE to the lowest compared entry with this formula, charge and spin: 0.0 kcal per mole

ORCA input file:
```
! RIJCOSX wB97M-V def2-TZVPD def2/J DEFGRID3
* xyz 0 1
P 1.70618 2.96422 -1.96554
P -0.39145 -0.41957 -2.71155
C 1.34614 1.79720 -3.29652
C -0.07441 1.22065 -3.45134
H 2.15687 0.89982 -2.96582
H 1.67093 2.26211 -4.24419
H -0.85320 1.91644 -3.11706
H -0.27658 1.06149 -4.51994
C -0.04744 -1.59192 -4.05666
H -0.18054 -2.61961 -3.69365
H 0.98310 -1.49437 -4.42465
H -0.73806 -1.41253 -4.89296
C -2.10571 -0.66886 -2.25393
H -2.64737 -1.16577 -3.07803
H -2.62285 0.28446 -2.07587
H -2.22801 -1.28790 -1.35122
C 3.55667 3.21843 -2.23946
H 4.05626 3.52239 -1.30053
H 3.68774 4.03085 -2.97892
H 4.05627 2.31669 -2.63318
C 1.13476 4.65351 -2.32981
H 0.10520 4.61678 -2.71679
H 1.78285 5.10749 -3.09430
H 1.16871 5.27138 -1.41678
Hg -1.70357 0.08574 2.52108
C 1.11214 -0.63186 -1.67376
C 2.43705 0.00991 -2.00309
C 3.24186 0.46856 -0.78240
C 2.75383 1.51871 0.29188
C 1.85354 2.65001 -0.08326
C 0.52810 2.53249 -0.67749
C -0.24385 1.24341 -0.42319
C 0.45289 -0.13654 -0.35063
C -1.37106 2.17994 2.63455
H 1.27958 -1.71864 -1.60093
H 3.05617 -0.70875 -2.57443
H 4.23749 0.77246 -1.14151
H 3.42493 -0.43923 -0.18267
H 2.32354 0.97484 1.15159
H 3.67432 1.98917 0.69946
H 2.04901 3.58203 0.45647
H -0.13711 3.40836 -0.55496
H -1.09587 1.23368 -1.11157
H -0.74669 1.41556 0.53271
H 1.15146 -0.19631 0.48737
H -0.33849 -0.85975 -0.08445
H -1.10388 2.37655 3.67757
H -2.31259 2.68257 2.35019
H -0.52936 2.48067 1.99245
C -2.08173 -1.81995 3.05026
C -2.50150 -2.75305 3.74502
C -2.86144 -3.87637 4.52733
C -1.97514 -4.97121 4.55019
C -2.19176 -6.05577 5.40183
C -3.35277 -6.09016 6.18908
C -4.25443 -5.01772 6.18553
C -4.03437 -3.92383 5.33119
H -1.09708 -4.93405 3.88645
H -1.45905 -6.87061 5.45212
H -3.54534 -6.96431 6.80805
H -5.13100 -5.01844 6.84096
H -4.75387 -3.10144 5.28973
*
```

Mulliken population analysis, charges in e, atoms 1 to 5: 1.550, 1.013, -1.343, -1.179, -0.071

The following is a quantum chemistry calculation of one molecule with the formula C3H6N2 at a distorted geometry, from the OMol25 dataset.

Values from the calculation:
- E_HOMO: -8.7668 eV
- Frontier orbital gap: 9.04 eV
- SMILES: [H]/N=N/C=C/C
- Electronic energy: -227.3031 Eh
- ΔE to the lowest compared entry with this formula, charge and spin: 76.4 kcal per mole

ORCA input file:
```
! RIJCOSX wB97M-V def2-TZVPD def2/J DEFGRID3
* xyz 0 1
C -0.59591 0.34570 0.14755
C 0.47891 -0.50926 -0.02353
C 1.89455 -0.00836 -0.02939
N -2.76402 -0.46159 0.10355
N -1.97568 0.43981 -0.09955
H 0.24438 -1.63390 -0.17507
H -0.37301 1.45697 0.45975
H 2.18103 0.68699 0.86522
H 2.57446 -0.88494 -0.05558
H 2.01759 0.62493 -1.03643
H -3.68229 -0.05635 -0.15653
*
```

Mulliken population analysis, charges in e, atoms 1 to 5: -0.159, 0.028, -0.891, -0.519, -0.027

The following is a quantum chemistry calculation of C10H17Cl2FO2Pb as an isolated structure at a distorted geometry, from the OMol25 dataset.

Values from the calculation:
- E_HOMO (spin up / spin down): -1.0570 / -1.0478 eV
- Frontier orbital gap (spin up / spin down): 4.37 / 4.30 eV
- Electronic energy: -1754.7836 Eh
- ΔE to the lowest compared entry with this formula, charge and spin: 0.0 kcal per mole

ORCA input file:
```
! RIJCOSX wB97M-V def2-TZVPD def2/J DEFGRID3
* xyz -2 1
C 0.28110 -1.19144 -0.70592
C 1.14156 -0.04108 -0.82906
C 0.31165 1.13774 -0.83538
C 2.62561 -0.01563 -0.98125
C -1.06724 0.70821 -0.76973
C -1.08017 -0.72899 -0.66729
C -2.29823 -1.56524 -0.48876
C 0.73808 -2.60083 -0.56807
C 0.78404 2.53705 -1.06133
C -2.23578 1.62906 -0.81668
Pb 0.12600 0.14535 1.83490
Cl 4.89626 1.47537 2.20661
Cl 2.51232 -0.89234 2.07183
O -2.05938 0.71397 2.13685
H 3.06264 -0.96191 -0.62281
H 3.09878 0.79478 -0.38309
H 2.85777 0.12919 -2.05623
H 1.76459 2.70176 -0.57549
H 0.04881 3.26468 -0.66900
H 0.89742 2.72014 -2.15033
H -2.04969 2.57583 -0.26633
H -3.13332 1.14358 -0.39931
H -2.41325 1.88394 -1.88072
H -3.10250 -1.03047 0.06257
H -2.06954 -2.50746 0.04503
H -2.66495 -1.80356 -1.50617
H 1.71274 -2.68310 -0.03926
H 0.85495 -2.99469 -1.59645
H -0.00109 -3.21536 -0.01969
H -1.75365 1.48958 2.67236
O -0.72506 -2.05368 2.35857
H -1.50298 -1.50746 2.72091
F 0.44249 0.74301 3.77872
*
```

Mulliken population analysis, charges in e, atoms 1 to 5: 0.627, 0.482, 0.314, -1.246, 0.667

The following is a quantum chemistry calculation of one molecule with the formula C21H36N2O2, from the OMol25 dataset.

Values from the calculation:
- E_HOMO: -7.9301 eV
- Frontier orbital gap: 8.66 eV
- SMILES: COc1ccccc1CCN1CCC[C@@H](CN(C)CC(C)(C)CO)C1
- Electronic energy: -1081.7576 Eh
- ΔE to the lowest compared entry with this formula, charge and spin: 37.8 kcal per mole

ORCA input file:
```
! RIJCOSX wB97M-V def2-TZVPD def2/J DEFGRID3
* xyz 0 1
C -3.97652 -3.43962 -0.80431
O -3.77923 -2.06884 -1.03673
C -4.33561 -1.16915 -0.16738
C -5.05304 -1.52189 0.96771
C -5.56921 -0.53970 1.79821
C -5.37599 0.79522 1.50406
C -4.66666 1.14654 0.36702
C -4.14706 0.18543 -0.48075
C -3.34630 0.57207 -1.68780
H -3.65088 1.56187 -2.02910
H -3.51264 -0.14824 -2.48931
C -1.84594 0.58542 -1.34696
N -1.57631 1.56201 -0.30883
C -0.60773 1.16377 0.68521
C 0.84955 1.21912 0.18985
C 1.14560 2.64396 -0.28046
C 0.12591 3.06432 -1.33714
C -1.29920 2.89814 -0.79526
H -2.02787 3.14742 -1.56900
H -1.44675 3.58775 0.04343
H 0.25716 2.44444 -2.22647
H 0.28833 4.10391 -1.62723
H 2.14888 2.70203 -0.70581
H 1.08719 3.32734 0.57216
H 0.94805 0.55195 -0.67179
C 1.78926 0.73155 1.30092
N 3.17596 0.58921 0.86157
C 4.01059 1.68797 1.31423
H 3.53517 2.63310 1.06464
H 4.18578 1.66568 2.40054
H 4.97359 1.64491 0.80565
C 3.78255 -0.70510 1.16765
H 3.37133 -1.12862 2.09699
H 4.84984 -0.53886 1.33747
C 3.66711 -1.76142 0.04496
C 4.56729 -2.93986 0.42892
H 4.25406 -3.36166 1.38164
H 5.60487 -2.62429 0.51707
H 4.51252 -3.72035 -0.32599
C 2.23529 -2.26558 -0.13268
H 1.60097 -1.48412 -0.53748
H 2.22356 -3.10141 -0.82907
H 1.82415 -2.60403 0.81640
C 4.17368 -1.16489 -1.28373
O 3.36908 -0.13452 -1.78308
H 3.20444 0.46061 -1.02683
H 5.20718 -0.80768 -1.13974
H 4.19106 -1.94285 -2.05312
H 1.72639 1.42486 2.15151
H 1.42073 -0.23721 1.64798
H -0.85847 0.15596 1.02603
H -0.71794 1.84140 1.54018
H -1.27301 0.77371 -2.26623
H -1.57420 -0.40643 -0.98182
H -4.50812 2.18748 0.12990
H -5.77537 1.55956 2.15355
H -6.12324 -0.83073 2.67878
H -5.21468 -2.55835 1.22056
H -5.03936 -3.70359 -0.81461
H -3.47195 -3.95267 -1.62217
H -3.53387 -3.75706 0.14609
*
```

Mulliken population analysis, charges in e, atoms 1 to 5: -0.989, -0.346, 0.828, -0.628, -0.611